Entry 1:
# C3H6O3

A molecular structure, C3H6O3 (ωB97M-V with the def2-TZVPD basis set, OMol25).

Output
HOMO level: -9.86 eV
frontier orbital gap: 10.432 eV
net charge: 0

Geometry as XYZ:
```
12
Properties=species:S:1:pos:R:3:forces:R:3
O -1.287698 1.147312 0.358701 0.0 0.0 0.0
C -1.315005 -0.148116 0.275825 0.1 -0.2 -0.1
C -0.181590 -0.938217 0.564455 -0.2 0.0 0.1
O 1.201756 -0.600729 -0.971497 0.0 0.4 -0.1
C 1.531449 0.608200 -1.013987 0.1 -0.1 -0.1
O 0.986302 1.586212 -0.425953 0.0 -0.2 0.0
H -0.263134 1.429301 0.093391 0.0 0.0 0.0
H -2.170933 -0.615629 -0.218509 0.1 0.0 0.1
H -1.276196 -0.833908 1.408650 0.0 0.0 0.1
H -0.198620 -2.000213 0.349340 0.0 0.2 0.0
H 0.587756 -0.527601 1.206026 -0.1 0.0 -0.1
H 2.411020 0.859501 -1.632839 -0.1 0.0 0.1
```
Forces are in eV/Å.

natural (NBO) population analysis, charges in e, atoms 1 to 6: -0.669 0.151 -0.286 -0.672 0.661 -0.724



Entry 2:
# CN3O4S

2 unconnected molecules or ions with the total composition CN3O4S (ωB97M-V with the def2-TZVPD basis set, OMol25).

Output
HOMO level (spin up / spin down): -5.34 / -4.61 eV
frontier orbital gap (spin up / spin down): 7.829 / 6.742 eV
net charge: -1

Geometry as XYZ:
```
9
Properties=species:S:1:pos:R:3:forces:R:3
C 0.063993 -1.403319 0.433354 -0.3 -2.5 0.2
N -0.171003 -2.536318 0.395970 -0.5 -0.7 -0.1
N 0.482987 -0.205571 0.411477 0.0 2.1 0.0
N -0.228915 0.102943 -1.954463 0.9 -0.9 0.2
O 0.617048 -0.235054 -2.723680 -0.2 0.2 -0.1
O 1.092855 1.848332 1.393276 0.4 1.1 0.5
O -1.165416 0.804685 -2.022267 -0.8 0.7 -0.4
O -1.003292 0.942034 2.325030 -0.1 -0.5 -0.4
S 0.311742 0.682267 1.741304 0.6 0.5 0.1
```
Forces are in eV/Å.

natural (NBO) population analysis, charges in e, atoms 1 to 6: 0.405 -0.519 -0.901 0.572 -0.319 -0.944



Entry 3:
# C2H5N3S2

C2H5N3S2 in the gas phase (ωB97M-V with the def2-TZVPD basis set, OMol25).

Output
HOMO level: -8.31 eV
frontier orbital gap: 8.349 eV
SMILES: [H]/N=C(\N)N(S)C=S
net charge: 0

Geometry as XYZ:
```
12
Properties=species:S:1:pos:R:3:forces:R:3
C 0.530037 0.497413 0.066838 1.6 0.0 -0.7
C -1.454687 -0.861976 -0.246616 3.3 -3.4 -0.4
H 0.435030 2.215823 0.837762 -1.7 -0.3 0.1
H -0.739974 1.114647 1.305832 -1.6 -0.4 2.5
H 1.868185 1.659683 -0.251296 0.9 -1.2 -0.1
H 1.580061 -1.519960 -0.993376 -1.1 -2.2 2.1
H -2.020504 -0.073527 -0.290196 -2.5 5.0 0.1
N -0.287154 1.512368 0.558289 2.8 1.5 -1.9
N 1.751283 0.617203 -0.308680 -1.0 1.7 0.1
N -0.070912 -0.719174 -0.023341 -4.9 -1.0 0.6
S 0.617816 -2.221539 0.017140 4.7 0.8 -2.6
S -2.209179 -2.220959 -0.672356 -0.4 -0.5 0.3
```
Forces are in eV/Å.

natural (NBO) population analysis, charges in e, atoms 1 to 6: 0.562 -0.114 0.383 0.376 0.328 0.187



Entry 4:
# C23H33N3O5S

A molecular structure, C23H33N3O5S (ωB97M-V with the def2-TZVPD basis set, OMol25).

Output
HOMO level: -7.83 eV
frontier orbital gap: 8.127 eV
net charge: 0

Geometry as XYZ:
```
65
Properties=species:S:1:pos:R:3:forces:R:3
C -5.475155 -2.604274 -1.434792 -2.3 -2.1 -2.9
H -5.577442 -1.563980 -1.305397 -0.6 1.2 0.1
O -4.535233 -3.098172 -0.568124 -7.7 -3.5 0.3
C -3.376035 -2.783893 -0.337218 4.8 1.1 0.0
C -2.732816 -3.649193 0.523707 2.6 4.0 -0.7
C -1.522862 -3.259398 1.099220 0.6 -2.3 1.3
C -0.895318 -2.242821 0.595678 1.9 6.8 -5.8
C -1.482437 -1.366478 -0.686879 -0.9 -3.9 4.3
C -2.812526 -1.659456 -1.040870 7.7 -1.9 5.4
O -3.387994 -1.035865 -1.930234 -4.6 5.5 -5.2
C -2.831661 0.276594 -2.542869 3.2 -12.8 -4.4
H -2.618843 0.967288 -1.955705 2.4 5.6 5.9
H -1.849243 -0.436766 -3.198950 -2.4 3.3 1.9
H -3.467801 0.549245 -3.249883 -3.1 0.8 -2.9
H -0.931078 -0.603858 -1.169380 0.7 0.5 0.0
C 0.478579 -1.819602 0.928125 1.0 -0.7 0.1
N 1.262666 -0.880802 0.527289 -5.5 4.0 -3.1
C 2.423415 -0.920865 1.140778 2.6 14.5 -9.1
C 2.584990 -1.959144 1.655834 -1.3 -13.9 7.9
O 1.232831 -2.589063 1.684122 1.6 -1.4 1.1
C 3.493601 -2.772109 2.391251 -5.1 2.7 9.2
H 3.027000 -3.603299 3.033749 0.6 1.1 -1.7
H 3.891354 -2.033664 3.359867 -1.0 -1.7 -2.3
H 4.315794 -2.933863 1.995763 7.5 -2.3 -4.2
C 3.562924 0.257125 0.642893 3.2 -13.3 6.1
H 3.318985 1.135339 0.749919 -2.6 9.0 1.1
H 4.282930 -0.174577 1.706659 -1.3 2.2 -3.1
S 4.601487 -0.203076 -0.680460 -0.7 -5.5 0.2
O 4.622870 -1.855915 -0.470075 0.7 4.6 -0.6
C 3.241466 -0.111565 -1.822157 2.3 2.4 -4.2
C 2.790669 1.487235 -1.930573 -2.6 -7.1 3.5
O 3.358614 2.214159 -2.607581 2.6 4.2 -3.1
N 1.718486 1.651226 -1.105222 -0.6 -4.0 1.0
H 1.272963 0.713087 -0.607215 1.5 2.6 -1.3
C 1.151245 2.880129 -0.899104 1.4 6.7 -0.2
H 1.394547 3.450231 0.173615 -1.1 -2.0 -2.2
C -0.288319 3.094333 -1.382512 1.9 -2.1 7.5
N -1.115484 3.186222 0.261431 3.9 3.9 -8.1
C -1.179786 1.992791 0.805057 3.9 -3.8 5.1
C -0.965436 2.379267 2.351958 10.3 -6.3 -4.2
C -1.902063 2.884911 3.150869 -8.6 3.3 -4.8
C -2.614563 4.291066 2.513373 6.7 -3.9 -8.7
C -3.369655 3.853540 1.038394 6.7 1.0 1.2
H -4.052564 4.544133 0.849149 -2.7 3.7 -1.2
H -3.938702 3.035374 1.097510 -1.7 -3.9 0.6
C -2.249571 3.711552 -0.260314 -6.7 -1.0 3.4
H -2.126663 4.670939 -0.595628 0.4 2.3 -1.1
H -2.849505 3.081835 -0.982713 0.6 0.4 0.2
H -1.599667 4.944700 1.914397 -3.1 -1.4 2.6
H -3.249097 4.839239 3.011509 -3.0 2.8 3.2
H -1.605250 3.282741 3.941034 2.4 2.1 7.8
H -2.797404 2.316259 3.065070 -0.7 -1.0 1.3
H -0.438295 1.373336 2.669519 -1.9 0.8 0.6
H 0.111658 2.791749 2.386909 -1.8 0.9 -0.2
H -0.291591 1.179609 0.544491 -2.4 2.2 0.5
H -2.093415 1.542550 0.920058 -2.6 -1.7 -1.1
H -0.494700 3.958595 -1.826993 -0.7 3.5 -1.7
H -0.703498 2.268897 -1.824256 -1.0 -2.1 -1.2
H 1.798082 3.694715 -1.534617 -1.2 -2.1 1.0
H 2.548372 -0.778283 -1.372034 -0.8 -0.7 -0.3
H 3.726650 -0.391579 -2.938342 -1.7 0.4 3.1
H -0.921766 -3.754416 1.904681 -1.3 -0.1 -0.6
H -3.245797 -4.276620 1.077095 -3.0 -3.4 1.8
H -6.605172 -3.203518 -1.368207 3.6 1.7 0.3
H -5.073503 -2.800139 -2.481864 -0.9 0.3 1.0
```
Forces are in eV/Å.

natural (NBO) population analysis, charges in e, atoms 1 to 6: -0.237 0.186 -0.474 0.325 -0.295 -0.183



One value per record, in order, for DFT total energy: -9348.2101; -24529.0025; -28293.2587; -49906.7053 eV.
One value per record, in order, for energy above the lowest of the compared OMol25 structures with the same formula, charge and spin: 3.107; 3.030; 3.409; 24.485 eV.
One value per record, in order, for strongest force on any atom: 0.37; 2.56; 5.60; 17.31 eV/Å.